The following is a quantum chemistry calculation of a structure of composition C28H31Cl2N7O4S2Sn, from the OMol25 dataset.

XYZ file:
```
75
Properties=species:S:1:pos:R:3
Sn 0.00 -0.59 0.13
S 1.82 5.63 0.84
N 1.42 4.70 2.10
C 0.43 3.92 1.69
C -0.23 2.92 2.50
C 0.14 2.65 3.81
C -0.54 1.67 4.50
C -1.57 0.99 3.85
N -1.93 1.23 2.60
C -1.27 2.18 1.92
C -1.66 2.40 0.51
N -2.59 1.60 -0.02
C -2.88 1.70 -1.30
C -2.29 2.65 -2.14
C -1.34 3.49 -1.62
C -1.00 3.36 -0.27
C 0.05 4.14 0.34
N 0.76 5.09 -0.25
H 0.95 3.21 4.26
H -0.29 1.42 5.53
H -2.12 0.22 4.37
H -3.58 0.98 -1.69
H -2.56 2.68 -3.19
H -0.83 4.22 -2.23
O -3.26 -1.14 0.53
C -2.85 -1.90 1.64
C -2.08 -3.11 1.19
C -2.49 -4.40 1.50
C -1.73 -5.48 1.07
C -0.58 -5.24 0.35
C -0.23 -3.93 0.08
N -0.96 -2.89 0.49
H -3.05 -0.20 0.66
H -3.72 -2.23 2.22
H -2.22 -1.30 2.30
H -3.40 -4.55 2.06
H -2.04 -6.49 1.30
H 0.04 -6.05 -0.01
H 0.67 -3.67 -0.47
Cl -0.32 -3.84 -3.71
C -0.19 -2.09 -4.00
Cl 1.40 -1.67 -4.67
C -0.44 -1.33 -2.69
O 0.42 -1.55 -1.76
O -1.41 -0.60 -2.63
H -0.94 -1.82 -4.73
S 1.62 1.60 -1.10
C 3.09 0.79 -1.39
N 4.26 1.43 -1.18
C 5.56 0.81 -1.39
C 5.45 -0.68 -1.11
C 4.33 -1.27 -1.95
N 3.13 -0.46 -1.82
H 4.18 2.37 -0.85
H 6.27 1.29 -0.72
H 5.90 0.98 -2.42
H 5.23 -0.82 -0.05
H 6.39 -1.18 -1.33
H 4.09 -2.28 -1.62
H 4.63 -1.32 -3.00
H 2.23 -0.93 -1.88
C 3.38 -2.54 2.02
C 2.26 -1.49 1.95
C 2.83 -0.10 2.23
C 1.20 -1.83 3.00
O 1.73 -1.54 0.65
H 3.86 -2.54 3.00
H 4.13 -2.33 1.26
H 2.97 -3.53 1.83
H 3.29 -0.04 3.22
H 2.04 0.66 2.18
H 3.58 0.15 1.48
H 1.62 -1.85 4.01
H 0.76 -2.81 2.79
H 0.40 -1.08 3.00
```

Computed properties:
- HOMO level (eV) = -7.48
- frontier orbital gap (eV) = 7.23
- E_LUMO (eV) = -0.2

***

The following is a quantum chemistry calculation of an isolated molecule of C3H3ClF3N at a distorted geometry, from the OMol25 dataset.

XYZ file:
```
11
Properties=species:S:1:pos:R:3
C 1.13 -0.09 0.35
C -0.26 -0.46 -0.46
C -1.32 0.53 -0.02
N 2.19 -0.21 -0.30
F -2.50 0.33 -0.60
F -1.52 0.50 1.30
F -0.94 1.78 -0.31
Cl -0.74 -2.11 -0.01
H 0.97 0.17 1.40
H -0.07 -0.40 -1.53
H 3.06 -0.04 0.19
```

Computed properties:
- HOMO level (eV) = -10.51
- SMILES = [H]/N=C/[C@@H](Cl)C(F)(F)F
- frontier orbital gap (eV) = 11.28
- E_LUMO (eV) = 0.8

***

The following is a quantum chemistry calculation of a structure of composition C35H31ClN2O3TeV, from the OMol25 dataset.

XYZ file:
```
74
Properties=species:S:1:pos:R:3
V -1.22 0.09 2.24
C -0.19 -0.51 -4.31
C -0.37 -0.78 -2.85
C -0.34 -2.06 -2.34
C -0.52 -2.33 -0.98
C -0.53 -3.74 -0.48
O -1.47 -4.19 0.13
C 0.67 -4.60 -0.78
C 0.54 -5.98 -0.64
C 1.62 -6.81 -0.88
C 2.84 -6.26 -1.26
C 2.98 -4.89 -1.40
C 1.89 -4.06 -1.16
C -0.73 -1.26 -0.10
O -0.86 -1.45 1.23
C -0.75 0.05 -0.59
C -0.58 0.28 -1.95
C -0.89 1.14 0.43
N -2.08 1.39 1.07
C -3.35 0.98 0.48
C -3.68 1.69 -0.83
Te -3.40 3.82 -0.85
C -1.93 3.73 -2.37
C -0.63 4.14 -2.13
C 0.34 4.02 -3.12
C 0.01 3.49 -4.36
C -1.30 3.09 -4.61
C -2.27 3.22 -3.62
C 0.18 2.15 0.54
C -0.04 3.35 1.22
C 0.97 4.29 1.34
C 2.22 4.07 0.78
C 2.45 2.87 0.11
C 1.45 1.92 -0.01
H 0.00 -1.43 -4.86
H 0.65 0.17 -4.49
H -1.08 -0.03 -4.74
H -0.16 -2.90 -3.01
H -0.42 -6.38 -0.33
H 1.51 -7.88 -0.78
H 3.69 -6.91 -1.45
H 3.93 -4.46 -1.69
H 1.99 -2.98 -1.27
H -0.57 1.30 -2.32
H -4.13 1.18 1.22
H -3.39 -0.10 0.26
H -4.71 1.48 -1.11
H -3.03 1.33 -1.63
H -0.35 4.52 -1.15
H 1.36 4.33 -2.91
H 0.76 3.39 -5.13
H -1.57 2.69 -5.58
H -3.29 2.92 -3.83
H -1.02 3.53 1.64
H 0.77 5.22 1.86
H 3.00 4.81 0.87
H 3.42 2.68 -0.33
H 1.65 1.00 -0.54
Cl -1.86 -1.34 4.35
C -2.92 -0.17 3.36
H -3.21 0.60 4.07
H -3.79 -0.76 3.06
O 0.30 0.84 3.24
N 1.05 0.12 4.06
C 1.56 0.74 5.14
C 2.37 0.04 6.01
C 2.64 -1.30 5.77
C 2.09 -1.90 4.65
C 1.29 -1.17 3.79
H 1.30 1.78 5.23
H 2.77 0.55 6.87
H 3.26 -1.86 6.44
H 2.27 -2.94 4.41
H 0.83 -1.57 2.90
```

Computed properties:
- ⟨S²⟩ = 0.9216
- spin multiplicity = 2
- HOMO level (spin up / spin down) (eV) = -7.22 / -6.57
- frontier orbital gap (spin up / spin down) (eV) = 6.51 / 5.88
- E_LUMO (spin up / spin down) (eV) = -0.7 / -0.7

***

The following is a quantum chemistry calculation of a structure of composition C38H95ClN6O13Zn at a distorted geometry, from the OMol25 dataset.

XYZ file:
```
154
Properties=species:S:1:pos:R:3
Zn -0.40 -0.78 -0.54
C -3.39 -1.02 -3.77
C -2.35 -0.10 -3.18
O -1.53 -0.69 -2.21
H -3.96 -1.56 -3.01
H -2.93 -1.76 -4.41
H -4.16 -0.51 -4.35
H -2.94 0.75 -2.84
H -1.77 0.25 -4.04
Cl -0.55 0.99 1.00
C -3.23 -1.23 0.59
O -1.94 -1.78 0.47
C -1.57 -2.73 1.40
C 0.03 -2.76 1.45
N 0.65 -2.37 0.22
C 2.05 -1.90 0.33
C 2.41 -1.29 -1.04
O 1.41 -0.24 -1.19
C 1.62 0.47 -2.44
H -3.57 -1.25 1.63
H -3.91 -1.95 0.12
H -3.43 -0.26 0.16
H -2.03 -3.71 1.26
H -1.86 -2.45 2.41
H 0.31 -3.74 1.83
H 0.35 -2.09 2.25
H 0.74 -3.33 -0.10
H 2.63 -2.81 0.46
H 2.17 -1.20 1.16
H 2.37 -2.01 -1.86
H 3.44 -0.95 -1.03
H 1.52 -0.27 -3.23
H 2.63 0.87 -2.56
H 0.83 1.21 -2.56
C 1.46 3.10 6.50
O 0.58 2.31 5.69
C 0.02 1.18 6.34
C -0.59 0.29 5.29
N -1.67 0.99 4.65
C -2.83 1.24 5.44
C -3.77 0.03 5.53
O -4.22 -0.49 4.25
C -5.20 -1.49 4.31
H 1.87 3.97 5.98
H 2.30 2.55 6.92
H 0.78 3.49 7.25
H -0.72 1.49 7.08
H 0.80 0.76 6.98
H -0.96 -0.71 5.53
H 0.16 0.07 4.54
H -2.03 0.44 3.88
H -3.44 1.98 4.92
H -2.74 1.66 6.45
H -4.63 0.37 6.11
H -3.29 -0.72 6.16
H -6.03 -1.07 4.87
H -5.02 -2.42 4.86
H -5.53 -1.88 3.35
C -2.15 -7.15 -4.91
O -0.91 -6.64 -4.38
C -0.55 -5.44 -5.01
C 0.19 -4.54 -4.01
N 0.91 -3.42 -4.71
C -0.11 -2.42 -5.21
C 0.53 -1.24 -5.94
O 1.26 -1.72 -7.09
C 2.18 -0.78 -7.66
H -2.96 -6.42 -4.91
H -2.43 -7.96 -4.23
H -1.94 -7.64 -5.86
H -1.21 -4.85 -5.65
H 0.28 -5.87 -5.58
H 0.95 -5.11 -3.49
H -0.50 -4.18 -3.25
H 1.46 -3.53 -5.55
H -0.81 -2.07 -4.45
H -0.70 -2.94 -5.97
H 1.27 -0.75 -5.31
H -0.19 -0.59 -6.44
H 2.99 -0.47 -6.99
H 1.63 0.12 -7.93
H 2.58 -1.22 -8.57
C -6.86 1.69 3.45
O -6.22 2.83 2.83
C -5.60 2.57 1.53
C -4.04 2.28 1.79
N -3.28 3.44 2.24
C -3.19 4.55 1.21
C -2.63 5.82 1.87
O -1.26 5.61 2.09
C -0.61 6.91 2.28
H -6.19 0.88 3.73
H -7.56 1.24 2.75
H -7.43 1.93 4.35
H -5.74 3.52 1.01
H -6.03 1.73 0.98
H -3.52 1.92 0.91
H -4.09 1.55 2.60
H -3.74 3.80 3.07
H -4.15 4.80 0.75
H -2.45 4.25 0.47
H -3.13 5.98 2.82
H -2.87 6.56 1.10
H 0.42 6.77 2.58
H -1.06 7.37 3.16
H -0.70 7.53 1.39
C 6.62 7.44 -0.64
O 5.47 7.63 -1.39
C 4.92 6.58 -2.13
C 4.06 5.75 -1.19
N 3.09 4.90 -1.94
C 2.17 4.16 -1.13
C 0.99 4.95 -0.79
O 0.27 5.37 -1.96
C -0.83 6.24 -1.66
H 7.33 6.78 -1.13
H 6.48 7.15 0.40
H 7.06 8.43 -0.48
H 5.68 5.93 -2.56
H 4.32 6.94 -2.97
H 3.59 6.44 -0.49
H 4.65 4.95 -0.73
H 2.44 5.62 -2.19
H 2.75 3.79 -0.29
H 1.84 3.25 -1.63
H 1.21 5.88 -0.27
H 0.35 4.28 -0.22
H -0.54 7.08 -1.02
H -1.69 5.67 -1.35
H -1.02 6.64 -2.66
C -0.56 -5.55 -0.32
O 0.81 -5.24 -0.60
C 1.63 -6.42 -0.80
C 2.97 -5.92 -1.10
N 3.55 -5.11 0.02
C 4.81 -4.47 -0.39
C 5.70 -4.09 0.85
O 6.01 -5.25 1.63
C 6.59 -4.82 2.89
H -1.16 -4.64 -0.37
H -0.74 -6.05 0.64
H -0.91 -6.32 -1.01
H 1.23 -6.89 -1.70
H 1.72 -7.11 0.04
H 2.83 -5.35 -2.02
H 3.70 -6.72 -1.22
H 3.81 -5.69 0.81
H 4.60 -3.57 -0.97
H 5.41 -5.21 -0.91
H 5.17 -3.38 1.48
H 6.65 -3.64 0.54
H 6.72 -5.67 3.56
H 5.97 -4.12 3.44
H 7.52 -4.28 2.74
```

Computed properties:
- HOMO level (eV) = -7.58
- frontier orbital gap (eV) = 7.98
- E_LUMO (eV) = 0.4

***

The following is a quantum chemistry calculation of a structure of composition C13H25AlF12N2O18S7 at a distorted geometry, from the OMol25 dataset.

XYZ file:
```
78
Properties=species:S:1:pos:R:3
Al 0.86 -1.68 -0.35
C -0.47 -4.84 2.87
F 0.08 -5.74 2.05
F -1.28 -5.45 3.74
F 0.47 -4.29 3.51
S -1.51 -3.66 1.76
O -1.27 -4.07 0.38
O -2.85 -3.76 2.33
N -0.77 -2.10 2.05
S -1.52 -1.65 3.42
O -2.85 -0.97 3.25
O -1.54 -2.63 4.44
C -0.35 -0.21 3.99
F -0.16 0.64 2.94
F -0.79 0.42 5.14
F 0.81 -0.77 4.36
C 2.66 1.97 -3.43
F 2.40 3.26 -3.68
F 3.42 1.57 -4.43
F 3.36 1.90 -2.31
S 1.06 0.89 -3.24
O 0.58 1.23 -1.90
O 0.08 1.21 -4.29
N 1.61 -0.78 -3.06
S 1.77 -1.25 -4.52
O 0.65 -2.07 -4.92
O 2.16 -0.28 -5.52
C 3.11 -2.61 -4.37
F 4.33 -2.15 -4.44
F 2.96 -3.40 -3.30
F 3.04 -3.40 -5.44
O 2.43 -4.11 -0.35
H 2.74 -4.74 0.32
O -2.23 2.25 -1.36
S -1.66 1.94 -0.01
O -0.86 0.66 0.19
O -0.74 3.13 0.64
C -0.79 4.50 0.09
C 0.58 4.65 -0.49
C -3.14 1.94 1.08
H -1.01 5.17 0.91
H -1.51 4.65 -0.72
H 1.32 4.68 0.32
H 0.78 5.66 -0.85
H 0.81 3.95 -1.28
H -2.85 2.14 2.11
H -3.69 1.00 0.98
H -3.76 2.78 0.78
O 3.06 2.74 0.73
S 2.85 1.53 1.52
O 2.01 0.49 1.07
O 4.37 0.86 1.84
C 5.58 1.57 1.98
C 6.21 1.02 3.26
C 2.48 2.11 3.27
H 5.39 2.64 2.08
H 6.22 1.50 1.10
H 5.65 1.40 4.12
H 7.21 1.44 3.37
H 6.20 -0.04 3.52
H 1.45 2.01 3.60
H 2.71 3.17 3.31
H 3.03 1.34 3.82
O -1.86 -1.54 -1.31
S -3.04 -1.76 -2.07
O -3.15 -2.98 -2.82
O -4.34 -1.55 -1.09
C -5.64 -2.08 -1.36
C -6.74 -1.13 -0.84
C -3.32 -0.25 -3.18
H -5.85 -3.08 -0.99
H -5.80 -2.35 -2.40
H -6.66 -0.84 0.21
H -7.74 -1.54 -0.90
H -6.86 -0.12 -1.24
H -2.61 -0.40 -3.99
H -3.02 0.54 -2.49
H -4.34 -0.29 -3.54
```

Computed properties:
- HOMO level (eV) = -10.35
- frontier orbital gap (eV) = 4.03
- E_LUMO (eV) = -6.3